(1)
Computed, not measured: a molecular structure, C46H41AsFeNOPSe2, with ωB97M-V/def2-TZVPD.

Last column: Mulliken charge in e.
Atoms and positions in Å:
Se1 -0.02 -0.91 3.60  -0.279
Se2 1.05 1.32 1.15  -0.470
As1 -0.53 0.36 -2.34  0.658
Fe1 -0.90 -0.09 0.97  -1.089
P1 1.65 0.26 2.98  0.558
O1 -1.23 0.59 -0.82  2.238
N1 0.14 -6.88 -1.80  -0.522
C1 -1.81 2.96 2.91  -1.451
C2 -3.97 1.49 0.13  0.552
C3 0.01 3.58 -4.91  -0.809
C4 -0.37 4.66 -4.13  -0.477
C5 3.10 -0.76 2.59  0.423
C6 0.79 -4.01 0.09  -1.094
C7 -3.51 -0.26 1.75  0.738
C8 3.28 2.30 3.89  -0.355
C9 -2.99 -0.86 -3.10  -0.272
C10 1.46 -1.71 -2.39  -0.166
C11 2.19 1.49 4.19  0.921
C12 -0.46 2.11 -3.08  0.179
C13 -3.18 2.37 0.88  -0.051
C14 3.37 -1.86 3.39  -0.385
C15 -3.29 -2.32 -4.99  -0.652
C16 2.29 0.54 -2.11  -0.614
C17 -4.11 0.18 0.57  0.094
C18 -1.11 -1.44 -4.51  -0.522
C19 -0.85 3.19 -2.29  -0.148
C20 -2.57 1.98 2.06  0.837
C21 4.49 -2.63 3.15  -0.794
C22 3.82 -1.31 -2.15  -0.476
C23 0.62 -2.75 0.64  1.093
C24 -1.41 -3.89 -0.89  -1.260
C25 -0.03 2.30 -4.39  -0.397
C26 -0.02 -5.87 -1.29  -0.289
C27 2.76 -2.19 -2.33  -1.030
C28 -3.82 -1.64 -3.90  -0.816
C29 3.59 0.05 -2.04  -1.123
C30 1.52 1.63 5.40  -0.396
C31 1.95 2.59 6.31  -0.759
C32 5.34 -2.31 2.10  -0.580
C33 -2.73 0.65 2.49  -2.321
C34 3.03 3.40 6.01  -0.489
C35 -1.94 -2.22 -5.30  -0.786
C36 3.70 3.26 4.80  -0.784
C37 3.95 -0.44 1.54  -0.117
C38 -0.56 -2.04 0.43  0.324
C39 -0.80 4.47 -2.82  -0.949
C40 5.07 -1.21 1.30  -0.756
C41 1.24 -0.35 -2.28  0.230
C42 -1.64 -0.77 -3.41  0.680
C43 -0.22 -4.58 -0.68  0.502
C44 -4.62 1.97 -1.13  -1.767
C45 -3.76 -1.64 2.29  -1.511
C46 -1.57 -2.63 -0.33  0.394
H1 2.94 -3.26 -2.42  0.527
H2 0.68 0.99 5.63  0.361
H3 4.55 3.88 4.57  0.423
H4 -3.38 -0.33 -2.25  0.061
H5 -0.34 5.66 -4.54  0.408
H6 -2.36 0.37 3.46  1.145
H7 -2.50 3.52 3.54  0.436
H8 0.64 -2.40 -2.50  0.610
H9 -2.20 -4.34 -1.48  0.541
H10 -0.05 -1.37 -4.75  0.451
H11 -3.87 2.24 -1.88  0.256
H12 3.81 2.19 2.95  0.346
H13 2.70 -2.12 4.20  0.440
H14 -1.25 3.67 2.30  0.326
H15 -2.50 -2.10 -0.52  0.459
H16 0.27 1.46 -5.00  0.422
H17 -1.10 2.44 3.56  0.163
H18 3.73 0.40 0.89  0.368
H19 -3.06 3.40 0.53  0.582
H20 2.11 1.61 -2.03  0.475
H21 -5.28 1.21 -1.56  0.346
H22 -5.22 2.86 -0.94  0.479
H23 -2.95 -1.97 2.94  0.231
H24 -4.73 -0.51 0.01  0.434
H25 -3.87 -2.37 1.49  0.309
H26 -1.09 5.32 -2.22  0.453
H27 -1.17 3.02 -1.27  0.380
H28 -4.68 -1.64 2.87  0.479
H29 -1.54 -2.75 -6.15  0.447
H30 4.83 -1.69 -2.11  0.476
H31 5.73 -0.96 0.48  0.482
H32 4.70 -3.49 3.77  0.436
H33 1.42 -2.33 1.23  0.033
H34 -3.94 -2.93 -5.60  0.428
H35 0.34 3.74 -5.93  0.427
H36 1.71 -4.56 0.25  0.541
H37 4.41 0.74 -1.90  0.451
H38 1.43 2.70 7.26  0.413
H39 -4.87 -1.71 -3.66  0.463
H40 6.22 -2.92 1.91  0.420
H41 3.36 4.15 6.72  0.400

Its spin multiplicity is 6. As for the net charge: +1.

(2)
Computed, not measured: a molecular structure, C46H41AsFeNOPSe2, with ωB97M-V/def2-TZVPD.

Last column: Mulliken charge in e.
Atoms and positions in Å:
Se1 -0.13 -1.45 1.74  -0.512
Se2 -3.37 -0.29 0.94  -0.244
As1 2.38 0.66 -0.67  0.569
Fe1 -0.61 0.85 1.11  0.993
P1 -2.19 -2.05 1.29  0.102
O1 1.34 1.05 0.60  0.418
N1 -1.51 1.97 -6.14  -0.573
C1 -1.79 3.83 1.57  0.793
C2 2.68 -2.13 -0.33  -0.742
C3 1.82 -2.83 -2.89  -1.009
C4 -2.66 -4.71 4.36  -0.779
C5 -2.69 -3.65 -2.42  -0.667
C6 -4.75 -3.55 4.08  -0.706
C7 -2.22 1.92 -1.34  0.001
C8 -4.20 -2.81 3.04  -0.581
C9 4.18 0.85 -0.10  0.200
C10 2.64 1.58 -3.39  -0.549
C11 5.21 0.68 -1.02  -0.318
C12 2.30 -1.15 -1.25  0.574
C13 2.04 1.79 -2.15  0.837
C14 2.17 -3.81 -1.97  -0.691
C15 4.44 1.09 1.25  0.056
C16 -0.90 -0.05 -1.78  0.400
C17 -0.50 2.04 3.30  -1.124
C18 1.16 2.85 -1.94  -0.345
C19 1.47 3.50 -4.25  -0.711
C20 -1.31 -4.27 -0.09  -0.420
C21 1.89 -1.49 -2.53  -0.075
C22 -1.58 1.38 -3.60  0.137
C23 -2.10 -3.97 3.33  -0.365
C24 2.34 2.44 -4.44  -0.904
C25 -2.81 -2.82 -1.31  -0.413
C26 0.89 3.71 -3.00  -0.575
C27 -1.89 1.96 3.13  0.005
C28 -2.88 -3.02 2.65  1.279
C29 2.61 -3.46 -0.69  -0.913
C30 6.53 0.79 -0.59  -0.804
C31 -1.54 1.71 -5.02  -0.384
C32 -1.52 0.81 -0.88  -0.055
C33 -0.41 3.89 1.76  -0.029
C34 1.70 3.23 2.95  -1.964
C35 5.76 1.18 1.67  -0.786
C36 -2.51 2.84 2.24  0.152
C37 -2.25 2.21 -2.70  -0.724
C38 -0.94 0.24 -3.14  -1.152
C39 -2.47 4.86 0.70  -1.606
C40 -3.98 -4.50 4.74  -0.481
C41 -1.89 -4.79 -2.36  -0.616
C42 -2.12 -3.13 -0.14  0.910
C43 0.25 3.02 2.63  0.817
C44 -2.68 1.00 3.99  -1.663
C45 -1.20 -5.10 -1.20  -0.696
C46 6.80 1.04 0.75  -0.487
H1 -2.71 1.40 5.01  0.468
H2 -0.58 -5.99 -1.15  0.468
H3 -3.43 -1.93 -1.36  0.394
H4 -0.02 1.41 4.05  0.559
H5 2.89 -4.23 0.02  0.454
H6 2.26 3.49 2.06  0.397
H7 -4.81 -2.08 2.52  0.344
H8 -2.06 -5.45 4.88  0.409
H9 7.83 1.12 1.09  0.393
H10 -0.39 -0.93 -1.43  0.758
H11 5.00 0.47 -2.06  0.255
H12 -4.41 -5.08 5.55  0.392
H13 0.20 4.54 -2.85  0.494
H14 1.23 4.16 -5.07  0.415
H15 -2.78 3.08 -3.07  0.548
H16 -1.06 -4.12 3.07  0.299
H17 0.17 4.67 1.26  0.490
H18 1.80 4.05 3.67  0.466
H19 -1.81 -5.44 -3.23  0.414
H20 -0.76 -4.51 0.81  0.241
H21 -3.69 0.88 3.62  0.344
H22 -5.78 -3.39 4.37  0.415
H23 -3.58 2.78 2.10  0.433
H24 3.63 1.17 1.95  0.268
H25 -2.36 5.85 1.14  0.435
H26 -3.23 -3.41 -3.33  0.472
H27 -2.80 2.53 -0.66  0.554
H28 3.32 0.76 -3.56  0.324
H29 3.01 -1.86 0.66  0.546
H30 5.98 1.36 2.71  0.432
H31 -2.02 4.90 -0.30  0.274
H32 1.60 -0.73 -3.24  0.620
H33 -3.53 4.66 0.59  0.358
H34 1.49 -3.11 -3.89  0.476
H35 0.70 2.99 -0.98  0.317
H36 7.34 0.67 -1.30  0.417
H37 2.78 2.27 -5.42  0.422
H38 -0.46 -0.42 -3.85  0.625
H39 2.12 -4.86 -2.25  0.435
H40 2.14 2.34 3.40  0.373
H41 -2.21 0.02 4.02  0.219

Its spin multiplicity is 6. As for the net charge: +1.

Q: Which of them is the most stable? A: (1).

(1)
Computed, not measured: C14H28N2O4 in the gas phase, with ωB97M-V/def2-TZVPD.

Last column: natural (NBO) charge in e.
Atoms and positions in Å:
O1 0.98 1.86 -1.97  -0.675
O2 2.19 -2.50 -0.59  -0.609
O3 -2.47 0.57 0.95  -0.564
O4 4.25 -1.76 -0.98  -0.678
N1 1.11 -0.03 -0.73  -0.647
N2 -0.93 0.76 -1.39  -0.644
C1 2.54 -0.12 -0.83  -0.154
C2 2.95 0.22 1.70  -0.224
C3 -4.77 -2.85 -0.60  -0.599
C4 2.95 -1.58 -0.79  0.797
C5 4.12 0.56 2.62  -0.596
C6 1.68 0.89 2.22  -0.608
C7 3.28 0.67 0.26  -0.392
C8 -3.20 1.67 0.45  -0.064
C9 -4.26 -1.13 1.17  -0.428
C10 -3.70 -1.98 0.04  -0.397
C11 -3.18 -0.27 1.84  -0.051
C12 0.42 0.94 -1.40  0.790
C13 -2.28 2.57 -0.36  -0.428
C14 -1.80 1.89 -1.65  -0.221
H1 1.81 1.97 2.26  0.200
H2 2.81 -0.86 1.70  0.189
H3 -3.63 0.33 2.64  0.168
H4 4.32 1.63 2.61  0.202
H5 4.48 -2.70 -0.94  0.501
H6 3.01 1.72 0.14  0.226
H7 -1.41 2.83 0.24  0.216
H8 2.85 0.29 -1.80  0.252
H9 0.83 0.67 1.58  0.221
H10 -1.30 0.14 -0.68  0.405
H11 0.64 -0.88 -0.45  0.414
H12 -4.04 1.33 -0.18  0.161
H13 -1.22 2.60 -2.25  0.240
H14 5.02 0.04 2.30  0.205
H15 -5.20 -3.53 0.14  0.200
H16 -2.41 -0.92 2.27  0.187
H17 -5.06 -0.49 0.79  0.197
H18 -5.57 -2.24 -1.00  0.201
H19 -4.69 -1.78 1.94  0.208
H20 -2.81 3.48 -0.61  0.214
H21 4.35 0.57 0.08  0.216
H22 3.90 0.26 3.64  0.206
H23 -3.63 2.24 1.30  0.172
H24 -2.89 -2.61 0.42  0.197
H25 -4.35 -3.45 -1.40  0.212
H26 1.46 0.54 3.23  0.202
H27 -3.26 -1.33 -0.72  0.197
H28 -2.66 1.55 -2.24  0.185

Its SMILES is CCCCOCCCNC(=O)N[C@@H](CC(C)C)C(=O)O. Its spin multiplicity is 1.

(2)
Computed, not measured: a molecular structure, C14H28N2O4, with ωB97M-V/def2-TZVPD.

Last column: natural (NBO) charge in e.
Atoms and positions in Å:
O1 0.75 -2.43 0.86  -0.639
O2 0.63 1.26 -1.57  -0.610
O3 -3.02 0.60 0.72  -0.550
O4 1.79 -3.19 -0.79  -0.550
N1 0.75 0.12 0.35  -0.661
N2 -0.57 2.15 0.49  -0.666
C1 0.19 1.26 -0.42  0.799
C2 3.85 1.33 -0.91  -0.581
C3 1.69 -0.83 -0.13  -0.178
C4 4.98 1.09 1.14  -0.566
C5 -3.08 -0.38 0.01  -0.027
C6 -2.67 2.48 -0.57  -0.481
C7 -3.57 1.90 0.35  -0.107
C8 -2.85 -2.90 0.11  -0.370
C9 -1.20 2.99 -0.14  -0.175
C10 -2.25 -3.03 -1.15  -0.642
C11 3.65 0.95 0.41  -0.313
C12 -2.52 -1.48 0.79  -0.342
C13 3.09 -0.61 0.33  -0.316
C14 1.46 -2.43 -0.09  0.827
H1 5.32 2.06 1.13  0.210
H2 -2.56 -2.47 -1.92  0.213
H3 -3.27 -1.60 1.82  0.167
H4 1.81 -0.66 -1.34  0.235
H5 2.88 1.47 0.67  0.212
H6 0.54 -0.11 1.17  0.358
H7 4.49 2.27 -1.10  0.208
H8 -3.09 3.49 -1.30  0.221
H9 -1.37 4.00 0.68  0.148
H10 -3.64 2.69 1.41  0.193
H11 2.97 1.55 -1.87  0.256
H12 -4.18 -2.91 -0.11  0.172
H13 -4.30 -0.35 -0.20  0.136
H14 -2.30 -4.10 -1.65  0.209
H15 -0.58 3.47 -1.09  0.248
H16 -2.43 1.91 -1.64  0.237
H17 3.07 -0.87 1.49  0.151
H18 -1.74 -1.43 1.23  0.174
H19 -2.43 -0.29 -0.70  0.154
H20 -1.03 1.42 1.23  0.422
H21 -2.74 -3.85 0.79  0.219
H22 5.75 0.25 0.82  0.220
H23 3.73 -1.18 0.09  0.171
H24 0.44 -3.44 1.10  0.466
H25 -4.52 1.86 -0.14  0.206
H26 4.56 0.38 -1.60  0.159
H27 -1.15 -2.98 -1.10  0.197
H28 4.69 0.59 2.32  0.186

Its spin multiplicity is 1.

Q: Which of them is the most stable? A: (1).

(1)
Computed, not measured: 2 unconnected molecules or ions with the total composition C9H12O3S, with ωB97M-V/def2-TZVPD.

Last column: natural (NBO) charge in e.
Atoms and positions in Å:
S1 0.08 2.98 -0.29  -0.008
O1 2.23 -0.26 -0.91  -0.403
O2 -0.54 0.67 1.93  -0.669
O3 -2.38 1.75 0.35  -0.669
C1 1.70 0.81 -0.27  0.185
C2 -0.88 0.06 0.77  0.316
C3 0.43 1.32 -0.68  -0.354
C4 2.54 1.20 0.75  -0.261
C5 3.64 0.33 0.71  -0.313
C6 -1.97 0.60 0.04  0.435
C7 -0.35 -1.32 0.61  -0.673
C8 -2.56 -0.16 -1.12  -0.697
C9 3.40 -0.54 -0.31  0.097
H1 -2.95 -1.11 -0.76  0.230
H2 -1.06 1.49 1.99  0.506
H3 -1.01 -2.03 1.12  0.231
H4 4.50 0.35 1.35  0.232
H5 -0.28 -1.60 -0.44  0.231
H6 -3.36 0.43 -1.55  0.243
H7 0.63 -1.40 1.07  0.242
H8 -1.27 2.76 -0.08  0.213
H9 3.96 -1.36 -0.71  0.204
H10 2.37 2.02 1.42  0.243
H11 0.06 0.96 -1.63  0.216
H12 -1.82 -0.37 -1.88  0.225

Its spin multiplicity is 1.

(2)
Computed, not measured: C9H12O3S in the gas phase, with ωB97M-V/def2-TZVPD.

Last column: natural (NBO) charge in e.
Atoms and positions in Å:
S1 0.33 -2.72 0.14  0.990
O1 4.04 1.18 -0.21  -0.476
O2 1.78 -2.58 0.30  -0.903
O3 1.84 0.44 -0.05  -0.473
C1 -1.86 0.56 0.21  0.020
C2 -0.33 -1.09 0.02  -0.347
C3 -1.73 -0.76 0.00  -0.051
C4 4.39 -0.19 -0.05  -0.282
C5 -3.13 1.30 0.22  -0.651
C6 -2.86 -1.72 -0.18  -0.640
C7 2.72 1.47 -0.16  0.396
C8 0.45 0.15 -0.08  0.326
C9 -0.56 1.28 0.13  -0.497
H1 -3.74 0.88 0.91  0.220
H2 -3.02 -1.99 -1.30  0.226
H3 -0.27 1.82 1.10  0.244
H4 -2.63 -2.69 0.24  0.226
H5 -0.45 1.96 -0.86  0.235
H6 2.32 2.40 -0.43  0.162
H7 5.26 -0.32 0.44  0.187
H8 4.44 -0.86 -0.95  0.189
H9 -3.80 -1.34 0.21  0.228
H10 -3.17 2.33 0.63  0.227
H11 3.59 -0.74 0.56  0.224
H12 -3.64 1.21 -0.82  0.220

Its spin multiplicity is 1.

Q: Which of them is the most stable? A: (1).

(1)
Computed, not measured: a molecular structure, C3H5N, with ωB97M-V/def2-TZVPD.

Last column: natural (NBO) charge in e.
Atoms and positions in Å:
N1 -0.71 0.49 0.41  -0.443
C1 0.43 -0.03 0.45  0.418
C2 1.43 -0.83 0.64  -0.679
C3 -1.86 0.89 0.45  0.019
H1 -0.11 -0.14 -2.15  -0.013
H2 -0.86 0.19 -2.21  0.009
H3 1.85 -1.33 -0.29  0.247
H4 -2.27 1.54 1.25  0.192
H5 2.11 -0.78 1.45  0.249

Its spin multiplicity is 3.

(2)
Computed, not measured: a molecular structure, C3H5N, with ωB97M-V/def2-TZVPD.

Last column: natural (NBO) charge in e.
Atoms and positions in Å:
N1 -1.28 0.17 -0.25  -0.159
C1 0.65 -0.40 0.21  -0.423
C2 -0.77 -0.97 0.06  -0.214
C3 -0.09 0.88 -0.02  -0.202
H1 -1.23 -1.93 0.04  0.206
H2 0.35 1.59 -1.12  0.145
H3 1.16 -0.47 -0.76  0.213
H4 -0.05 1.73 0.82  0.199
H5 1.27 -0.62 1.02  0.236

Its spin multiplicity is 3.

Q: Which of them is the most stable? A: (1).

(1)
Computed, not measured: a molecular structure, C3H6ORb, with ωB97M-V/def2-TZVPD.

Last column: natural (NBO) charge in e.
Atoms and positions in Å:
Rb1 2.49 -2.73 2.02  0.998
O1 0.82 -0.52 1.01  -0.175
C1 0.03 1.54 0.08  -0.630
C2 0.15 0.04 0.15  0.660
C3 -0.81 -0.76 -0.68  -0.655
H1 -0.02 1.89 -0.95  0.305
H2 -1.79 -0.38 -0.97  0.326
H3 -0.20 -0.87 -1.58  0.310
H4 -0.86 -1.77 -0.26  0.268
H5 -0.82 1.78 0.71  0.321
H6 1.01 1.78 0.48  0.272

Its spin multiplicity is 2. As for the net charge: +2.

(2)
Computed, not measured: a molecular structure, C3H6ORb, with ωB97M-V/def2-TZVPD.

Last column: natural (NBO) charge in e.
Atoms and positions in Å:
Rb1 -0.80 1.04 -3.94  1.000
O1 0.51 -1.70 1.20  0.025
C1 -0.87 -0.57 -0.36  -0.686
C2 0.95 0.63 1.00  -0.681
C3 0.19 -0.64 0.66  0.618
H1 -1.54 0.25 -0.11  0.299
H2 0.95 0.62 2.09  0.306
H3 0.46 1.56 0.71  0.275
H4 1.94 0.60 0.55  0.307
H5 -1.40 -1.51 -0.50  0.295
H6 -0.39 -0.30 -1.30  0.242

Its spin multiplicity is 2. As for the net charge: +2.

Q: Which of them is the most stable? A: (2).

(1)
Computed, not measured: a molecular structure, C5H9BrN, with ωB97M-V/def2-TZVPD.

Last column: natural (NBO) charge in e.
Atoms and positions in Å:
Br1 0.50 -2.52 1.69  0.136
N1 -0.62 0.72 -0.96  -0.573
C1 1.31 0.05 -0.30  -0.512
C2 -1.00 -1.42 1.37  -0.192
C3 0.05 0.38 0.33  0.280
C4 -0.78 0.03 1.49  -0.565
C5 0.76 0.70 -1.52  -0.217
H1 -1.84 -1.94 0.83  0.232
H2 1.22 1.73 -1.84  0.253
H3 -1.08 -0.06 -1.49  0.433
H4 1.69 -0.96 -0.41  0.260
H5 -1.59 0.62 1.49  0.245
H6 1.96 0.63 0.25  0.261
H7 -1.28 1.55 -0.97  0.452
H8 -0.26 0.26 2.49  0.263
H9 0.96 0.24 -2.45  0.244

Its spin multiplicity is 1. As for the net charge: +1.

(2)
Computed, not measured: a gas-phase ion, C5H9BrN (charge +1), with ωB97M-V/def2-TZVPD.

Last column: natural (NBO) charge in e.
Atoms and positions in Å:
Br1 3.27 -0.19 0.19  0.295
N1 0.59 0.60 0.12  -0.420
C1 0.77 1.94 -0.36  -0.482
C2 -0.78 0.24 0.51  -0.217
C3 1.48 -0.24 0.38  0.208
C4 -0.54 -2.23 0.04  -0.110
C5 -1.15 -0.98 -0.30  -0.531
H1 1.16 2.18 -1.41  0.266
H2 -2.32 -1.27 -0.08  0.300
H3 -0.09 -2.24 1.08  0.217
H4 -0.83 -0.16 1.58  0.240
H5 -1.57 1.08 0.37  0.261
H6 -0.27 2.49 -0.30  0.247
H7 -1.14 -0.70 -1.34  0.248
H8 1.60 2.47 0.16  0.252
H9 -0.18 -2.98 -0.64  0.226

Its spin multiplicity is 1. As for the net charge: +1.

Q: Which of them is the most stable? A: (1).

(1)
Computed, not measured: CH3NOP2 in the gas phase, with ωB97M-V/def2-TZVPD.

Last column: natural (NBO) charge in e.
Atoms and positions in Å:
P1 -0.93 -1.21 0.49  0.375
P2 1.07 -0.31 0.24  0.889
O1 -2.20 1.17 -0.06  -0.499
N1 1.34 -0.81 -1.16  -0.908
C1 -1.36 0.36 -0.35  0.075
H1 1.78 -0.82 1.36  -0.039
H2 0.85 1.17 0.58  -0.041
H3 -0.56 0.45 -1.10  0.148

Its spin multiplicity is 1.

(2)
Computed, not measured: CH3NOP2 in the gas phase, with ωB97M-V/def2-TZVPD.

Last column: natural (NBO) charge in e.
Atoms and positions in Å:
P1 0.86 -0.75 0.78  0.986
P2 0.62 1.13 -0.40  0.396
O1 -1.53 1.60 -1.93  -0.503
N1 0.06 0.08 1.77  -0.951
C1 -1.08 0.84 -1.07  0.089
H1 1.98 -1.29 1.28  -0.086
H2 -1.76 0.26 -0.43  0.152
H3 0.85 -1.85 0.00  -0.083

Its spin multiplicity is 1.

Q: Which of them is the most stable? A: (2).